No. 1
{"formula": "C3H12NO2", "method": "the ωB97M-V functional and the def2-TZVPD basis", "elements": ["C", "C", "C", "N", "H", "H", "H", "H", "H", "H", "H", "H", "H", "H", "O", "H", "H", "O"], "coordinates": [[0.703, -0.796, 1.907], [0.808, -0.632, 0.424], [1.909, -0.699, -0.314], [-0.481, -0.750, -0.270], [0.449, -1.819, 2.193], [1.710, -0.626, 2.318], [-0.025, -0.120, 2.352], [1.872, -0.712, -1.387], [2.866, -0.693, 0.183], [-0.875, 0.163, -0.502], [-1.167, -1.181, 0.348], [-0.467, -1.256, -1.160], [-2.545, 1.829, -0.159], [-2.482, 1.959, 1.354], [-2.112, 1.455, 0.618], [-0.577, 1.260, -3.211], [0.188, 1.613, -1.971], [0.227, 1.004, -2.725]], "energy_ha": -326.47590, "total_charge": 1, "molar_mass_g_mol": 94.1, "orbital_gap_ev": 11.11, "largest_force_ha_per_bohr": 0.0305}

***

No. 2
{"formula": "C33H34N3", "method": "the ωB97M-V functional and the def2-TZVPD basis", "elements": ["C", "N", "C", "C", "C", "C", "C", "C", "C", "C", "C", "C", "C", "C", "C", "C", "C", "C", "H", "H", "H", "H", "H", "H", "H", "H", "H", "H", "H", "H", "H", "H", "H", "H", "C", "N", "C", "H", "C", "C", "C", "C", "C", "C", "C", "N", "C", "C", "C", "C", "C", "C", "C", "H", "H", "H", "H", "H", "H", "H", "H", "H", "H", "H", "H", "H", "H", "H", "H", "H"], "coordinates": [[4.374, 1.511, 1.572], [3.022, 1.000, 1.447], [1.883, 1.737, 1.489], [0.757, 0.881, 1.425], [-0.565, 1.315, 1.425], [-1.655, 0.379, 1.389], [-1.737, -0.576, 0.344], [-2.733, -1.533, 0.333], [-3.683, -1.578, 1.361], [-4.724, -2.647, 1.331], [-3.602, -0.658, 2.414], [-2.650, 0.347, 2.402], [1.303, -0.494, 1.423], [0.791, -1.783, 1.533], [1.668, -2.883, 1.468], [3.061, -2.709, 1.383], [3.605, -1.415, 1.351], [2.710, -0.358, 1.362], [5.067, 0.671, 1.485], [4.590, 2.243, 0.784], [4.533, 1.997, 2.546], [1.884, 2.820, 1.531], [-0.760, 2.362, 1.665], [-0.992, -0.546, -0.459], [-2.775, -2.274, -0.472], [-5.436, -2.523, 2.150], [-5.267, -2.623, 0.378], [-4.263, -3.640, 1.415], [-4.323, -0.725, 3.233], [-2.636, 1.124, 3.172], [-0.278, -1.928, 1.675], [1.254, -3.893, 1.502], [3.735, -3.565, 1.346], [4.676, -1.220, 1.325], [-1.486, 6.319, 1.557], [-0.701, 5.581, 0.595], [-1.220, 4.405, -0.081], [-1.127, 3.477, 0.578], [-2.678, 4.539, -0.465], [-3.070, 5.600, -1.300], [-4.401, 5.735, -1.681], [-5.355, 4.822, -1.221], [-6.780, 4.975, -1.656], [-4.968, 3.789, -0.369], [-3.637, 3.642, 0.015], [-0.312, 4.290, -1.205], [-0.564, 3.409, -2.321], [0.584, 5.331, -1.230], [0.332, 6.145, -0.113], [0.830, 7.445, -0.024], [1.641, 7.900, -1.067], [1.911, 7.082, -2.183], [1.364, 5.797, -2.292], [-0.885, 7.148, 1.947], [-2.417, 6.713, 1.120], [-1.752, 5.650, 2.377], [-2.322, 6.322, -1.649], [-4.690, 6.560, -2.339], [-7.405, 4.197, -1.202], [-7.183, 5.959, -1.367], [-6.869, 4.897, -2.751], [-5.737, 3.100, -0.012], [-3.336, 2.838, 0.689], [0.296, 3.436, -2.999], [-0.688, 2.388, -1.944], [-1.470, 3.689, -2.883], [0.545, 8.071, 0.818], [2.058, 8.912, -1.022], [2.551, 7.467, -2.982], [1.494, 5.176, -3.173]], "energy_ha": -1441.91236, "total_charge": 1, "molar_mass_g_mol": 472.7, "orbital_gap_ev": 3.94, "largest_force_ha_per_bohr": 0.0484}

***

No. 3
{"formula": "C7H14OPSTc", "method": "the ωB97M-V functional and the def2-TZVPD basis", "elements": ["C", "C", "C", "C", "C", "Tc", "P", "H", "H", "H", "H", "H", "H", "H", "H", "C", "S", "C", "O", "H", "H", "H", "H", "H", "H"], "coordinates": [[0.858, -0.344, -1.064], [2.253, 0.274, -1.145], [2.215, 1.548, -1.738], [0.853, 1.894, -1.997], [-0.047, 0.797, -1.638], [-1.038, -0.396, 0.219], [-0.370, -2.369, 0.941], [0.834, -1.349, -1.538], [3.129, -0.232, -0.743], [3.078, 2.202, -1.938], [-0.922, 0.593, -2.280], [0.499, 2.852, -2.375], [-0.114, -2.472, 2.333], [0.777, -3.025, 0.426], [-1.338, -3.403, 0.778], [-1.977, 3.078, 2.673], [-1.612, 2.637, 0.963], [-0.142, 3.641, 0.706], [-0.987, 1.188, 1.318], [-2.502, 4.035, 2.686], [-1.033, 3.144, 3.221], [-2.616, 2.284, 3.094], [0.238, 3.961, 1.684], [0.612, 3.094, 0.143], [-0.469, 4.522, 0.133]], "energy_ha": -1170.23142, "s2": 3.810, "spin_multiplicity": 4, "total_charge": 1, "molar_mass_g_mol": 275.2, "orbital_gap_ev": [6.35, 6.82], "largest_force_ha_per_bohr": 0.0718}

***

No. 4
{"formula": "C5H12N2O", "method": "the ωB97M-V functional and the def2-TZVPD basis", "elements": ["C", "N", "C", "C", "C", "N", "C", "O", "H", "H", "H", "H", "H", "H", "H", "H", "H", "H", "H", "H"], "coordinates": [[2.205, 1.552, 2.583], [1.984, 0.636, 1.725], [0.657, 0.034, 1.393], [0.334, 0.278, -0.086], [-1.067, -0.183, -0.510], [-1.235, -1.678, -0.546], [-1.348, 0.292, -1.961], [-1.515, -0.515, -2.821], [3.208, 1.922, 2.727], [1.364, 1.926, 3.140], [2.768, 0.185, 1.246], [-0.068, 0.514, 2.052], [0.766, -1.024, 1.649], [0.373, 1.362, -0.239], [1.071, -0.182, -0.751], [-1.846, 0.270, 0.109], [-1.352, -2.086, 0.380], [-2.051, -1.847, -1.152], [-0.451, -2.128, -1.025], [-1.369, 1.380, -2.101]], "energy_ha": -381.80748, "total_charge": 2, "molar_mass_g_mol": 116.2, "smiles": "C=[NH+]CC[C@H]([NH3+])C=O", "orbital_gap_ev": 9.74, "largest_force_ha_per_bohr": 0.0141}

***

No. 5
{"formula": "C6H12O", "method": "the ωB97M-V functional and the def2-TZVPD basis", "elements": ["C", "C", "C", "C", "C", "C", "O", "H", "H", "H", "H", "H", "H", "H", "H", "H", "H", "H", "H"], "coordinates": [[2.059, 0.829, 0.183], [1.217, -0.161, 0.969], [0.795, -1.489, 0.319], [-0.244, -0.443, 0.635], [-1.006, 0.353, -0.494], [-2.279, -0.278, -1.040], [-1.371, 1.612, 0.023], [1.833, 0.779, -0.884], [3.128, 0.617, 0.294], [1.899, 1.866, 0.514], [1.431, -0.093, 2.048], [1.044, -1.599, -0.743], [0.806, -2.453, 0.845], [-0.767, -0.680, 1.572], [-0.319, 0.446, -1.372], [-1.900, -1.366, -1.160], [-2.687, 0.345, -1.906], [-3.071, -0.164, -0.272], [-0.566, 1.880, 0.471]], "energy_ha": -310.99980, "molar_mass_g_mol": 100.2, "smiles": "C[C@@H]1C[C@@H]1[C@@H](C)O", "orbital_gap_ev": 11.07, "largest_force_ha_per_bohr": 0.0447}

***

No. 6
{"formula": "C28H32N6OW", "method": "the ωB97M-V functional and the def2-TZVPD basis", "elements": ["W", "C", "C", "C", "N", "C", "C", "C", "C", "C", "C", "C", "N", "C", "C", "C", "N", "C", "C", "C", "C", "C", "C", "C", "N", "C", "C", "H", "H", "H", "H", "H", "H", "H", "H", "H", "H", "H", "H", "H", "H", "H", "H", "H", "H", "H", "H", "H", "H", "H", "H", "H", "H", "N", "C", "O", "C", "C", "C", "N", "C", "C", "H", "H", "H", "H", "H", "H"], "coordinates": [[-0.110, 0.419, -0.348], [0.885, 2.827, -0.981], [0.047, 2.839, 0.312], [-1.460, 2.907, 0.073], [-1.747, 1.529, -0.339], [-2.987, 1.004, -0.602], [-4.114, 1.829, -0.702], [-5.431, 1.481, -0.929], [-5.972, 0.209, -1.116], [-5.312, -1.016, -1.126], [-3.965, -1.293, -0.950], [-2.902, -0.411, -0.716], [-1.600, -0.863, -0.535], [-1.332, -2.267, -0.155], [-1.506, -2.377, 1.365], [-1.097, -1.060, 2.021], [0.127, -0.544, 1.345], [1.396, -0.804, 1.878], [1.540, -1.502, 3.077], [2.677, -1.828, 3.810], [3.999, -1.568, 3.510], [4.495, -0.945, 2.360], [3.815, -0.387, 1.301], [2.429, -0.268, 1.055], [1.933, 0.330, -0.071], [2.787, 1.190, -0.935], [2.395, 2.650, -0.781], [0.542, 2.082, -1.748], [0.648, 3.760, -1.499], [0.262, 1.975, 1.028], [0.421, 3.648, 0.945], [-2.006, 3.157, 0.984], [-1.705, 3.639, -0.699], [-3.931, 2.891, -0.581], [-6.135, 2.306, -0.963], [-7.044, 0.169, -1.276], [-5.939, -1.884, -1.299], [-3.717, -2.343, -1.017], [-1.960, -2.966, -0.700], [-0.310, -2.500, -0.453], [-2.545, -2.582, 1.630], [-0.909, -3.213, 1.731], [-1.873, -0.306, 1.900], [-0.954, -1.149, 3.092], [0.631, -1.860, 3.536], [2.489, -2.362, 4.734], [4.737, -1.907, 4.229], [5.576, -0.894, 2.286], [4.470, 0.007, 0.539], [3.840, 1.066, -0.715], [2.648, 0.875, -1.970], [2.686, 3.032, 0.200], [2.935, 3.240, -1.521], [0.779, -1.950, -7.209], [0.593, -2.473, -5.996], [0.303, -3.614, -5.716], [0.645, -1.568, -4.775], [-0.232, -0.498, -4.592], [-0.354, 0.061, -3.342], [0.398, -0.348, -2.290], [1.294, -1.350, -2.483], [1.425, -1.983, -3.694], [0.729, -2.569, -8.008], [1.146, -1.025, -7.355], [-0.853, -0.140, -5.403], [-1.076, 0.849, -3.158], [1.887, -1.642, -1.628], [2.102, -2.821, -3.794]], "energy_ha": -1555.54873, "total_charge": 4, "molar_mass_g_mol": 652.4, "orbital_gap_ev": 5.44, "largest_force_ha_per_bohr": 0.0099}

***

No. 7
{"formula": "C4H16N2O2", "method": "the ωB97M-V functional and the def2-TZVPD basis", "elements": ["C", "C", "C", "C", "N", "N", "H", "H", "H", "H", "H", "H", "H", "H", "H", "H", "H", "H", "H", "H", "O", "H", "H", "O"], "coordinates": [[-0.879, 0.252, 1.149], [-0.483, 0.046, -0.345], [0.564, -1.064, -0.500], [1.728, -0.948, 0.147], [0.454, -2.099, -1.529], [-0.576, 1.691, 1.490], [-1.945, 0.074, 1.287], [-0.392, -0.398, 1.879], [-1.331, -0.298, -0.963], [-0.051, 0.956, -0.802], [2.508, -1.708, 0.208], [1.938, 0.043, 0.525], [0.971, -2.954, -1.311], [0.643, -1.711, -2.482], [-0.517, -2.391, -1.707], [-1.029, 2.167, 2.301], [0.430, 1.829, 1.665], [-0.636, 2.319, 0.683], [-1.451, 3.610, 4.120], [-2.656, 2.643, 4.126], [-1.818, 2.824, 3.705], [2.121, -1.200, -4.527], [1.030, -1.999, -4.983], [1.377, -1.684, -4.140]], "energy_ha": -421.37731, "total_charge": 2, "molar_mass_g_mol": 124.2, "orbital_gap_ev": 11.36, "largest_force_ha_per_bohr": 0.0446}